Here is 2 unconnected molecules or ions with the total composition C9H14 in a non-equilibrium geometry from the Open Molecules 2025 dataset. Energies are from ωB97M-V with the def2-TZVPD basis set.

Values from the calculation:
lowest unoccupied orbital energy = 1.0 eV
HOMO energy = -9.04 eV
gap between HOMO and LUMO = 10.05 eV
SMILES = Cc1ccccc1.CC
total charge = 0
energy above the lowest of the compared OMol25 structures with the same formula, charge and spin = 44.99 kJ/mol
calculated total energy = -351.31305 hartree

Geometry as XYZ:
```
23
Properties=species:S:1:pos:R:3:lowdin_charge:R:1
H 1.38 2.96 0.88 0.06
H 1.43 2.85 -0.91 0.05
C -1.92 -1.07 -2.11 -0.06
H 1.73 -1.37 0.81 0.10
C -1.26 -0.91 -0.77 -0.29
C 0.03 -1.38 -0.54 -0.06
H 0.58 -0.22 2.56 0.10
C -1.30 -0.07 1.50 -0.09
H -3.00 -1.00 -2.04 0.07
H -1.89 0.38 2.29 0.10
H 2.59 0.71 0.74 0.03
H 0.45 -2.02 -1.31 0.11
H -2.93 0.10 0.10 0.11
C 2.00 2.77 0.01 -0.15
H 2.13 0.84 -0.91 0.05
C 0.70 -1.10 0.65 -0.12
H 2.75 3.55 -0.10 0.05
C 2.65 1.37 -0.12 -0.16
H -1.65 -2.04 -2.54 0.08
C -1.91 -0.24 0.26 -0.06
C 0.00 -0.49 1.68 -0.10
H -1.63 -0.27 -2.80 0.08
H 3.72 1.42 -0.32 0.06
```



Here is 2 unconnected molecules or ions with the total composition C9H14 in a non-equilibrium geometry from the Open Molecules 2025 dataset. Energies are from ωB97M-V with the def2-TZVPD basis set.

Values from the calculation:
lowest unoccupied orbital energy = 1.0 eV
HOMO energy = -9.00 eV
gap between HOMO and LUMO = 10.01 eV
SMILES = Cc1ccccc1.CC
total charge = 0
energy above the lowest of the compared OMol25 structures with the same formula, charge and spin = 295.42 kJ/mol
calculated total energy = -351.21767 hartree

Geometry as XYZ:
```
23
Properties=species:S:1:pos:R:3:lowdin_charge:R:1
H -1.01 2.66 -0.28 0.13
H -2.43 -1.59 0.28 0.14
C -0.94 -0.78 1.49 -0.11
H 0.30 0.04 3.11 0.15
H 0.63 3.37 2.06 0.07
H 1.03 2.95 0.47 0.06
C -0.13 0.31 2.05 -0.06
C 0.87 2.54 1.44 -0.05
H -2.59 0.80 -1.00 0.09
H 1.27 -0.81 -2.93 0.01
C 0.57 -1.35 -2.42 -0.17
H 1.67 1.85 1.86 0.10
H 2.58 -1.40 -1.23 0.13
H -0.79 -1.97 1.75 0.15
C -0.19 1.47 1.36 -0.36
H -0.22 -0.76 -1.84 0.07
C -1.82 -0.57 0.43 -0.18
H -0.08 -1.90 -3.13 0.08
H 1.76 -2.97 -1.72 0.04
C -1.96 0.67 -0.15 -0.09
H 0.97 -2.25 -0.48 0.04
C 1.50 -1.98 -1.40 -0.19
C -1.00 1.66 0.28 -0.06
```



Here is 2 unconnected molecules or ions with the total composition C9H14 in a non-equilibrium geometry from the Open Molecules 2025 dataset. Energies are from ωB97M-V with the def2-TZVPD basis set.

Values from the calculation:
lowest unoccupied orbital energy = 1.0 eV
HOMO energy = -8.94 eV
gap between HOMO and LUMO = 9.98 eV
SMILES = Cc1ccccc1.CC
total charge = 0
energy above the lowest of the compared OMol25 structures with the same formula, charge and spin = 144.21 kJ/mol
calculated total energy = -351.27527 hartree

Geometry as XYZ:
```
23
Properties=species:S:1:pos:R:3:lowdin_charge:R:1
C 0.65 1.23 0.10 -0.12
H -1.97 1.71 -1.89 0.06
H -3.15 -0.04 2.36 0.09
H 0.59 -2.54 -1.45 0.07
C 1.17 -1.62 -1.58 -0.16
C -2.10 1.18 0.21 -0.04
H 0.51 1.90 -1.87 0.09
H 0.69 0.28 2.05 0.13
H 2.74 -2.98 -0.61 0.11
H 0.74 -0.79 -1.09 0.00
H 1.68 1.42 0.13 0.09
H -3.18 1.31 0.30 0.11
C -2.03 0.17 2.46 -0.09
C 2.61 -1.86 -1.07 -0.17
H 2.83 -1.24 -0.23 0.02
H 1.09 -1.36 -2.63 0.06
H -1.52 -0.88 2.71 0.13
H 3.45 -1.47 -1.64 0.05
C 0.06 0.78 1.28 -0.04
C -1.49 1.55 -1.03 -0.05
C -0.09 1.62 -1.05 -0.09
H -1.93 0.90 3.27 0.07
C -1.35 0.71 1.28 -0.33
```



Here is 2 unconnected molecules or ions with the total composition C9H14 in a non-equilibrium geometry from the Open Molecules 2025 dataset. Energies are from ωB97M-V with the def2-TZVPD basis set.

Values from the calculation:
lowest unoccupied orbital energy = 1.0 eV
HOMO energy = -9.03 eV
gap between HOMO and LUMO = 10.05 eV
SMILES = Cc1ccccc1.CC
total charge = 0
energy above the lowest of the compared OMol25 structures with the same formula, charge and spin = 27.51 kJ/mol
calculated total energy = -351.31971 hartree

Geometry as XYZ:
```
23
Properties=species:S:1:pos:R:3:lowdin_charge:R:1
C -1.13 4.64 -0.24 -0.18
C 0.68 -0.53 -0.68 -0.05
H 0.97 -3.40 -2.32 0.08
C -0.20 -2.14 1.39 -0.09
H -0.52 -2.65 -2.68 0.08
H 0.05 -0.46 2.65 0.10
C -0.46 3.78 0.82 -0.18
H -0.44 5.39 -0.64 0.06
H 0.27 3.08 0.42 0.04
H 0.02 4.38 1.59 0.07
H -0.26 -3.71 -0.07 0.11
H 0.98 -1.74 -3.01 0.07
H -1.22 3.17 1.33 0.07
C 0.15 -0.82 1.63 -0.11
H -0.49 -2.73 2.24 0.10
H 0.93 0.18 -1.46 0.11
C 0.48 -2.41 -2.32 -0.06
C -0.09 -2.65 0.12 -0.06
C 0.59 0.00 0.62 -0.08
H -1.97 5.21 0.15 0.06
H -1.40 4.09 -1.14 0.06
H 0.83 1.03 0.82 0.08
C 0.44 -1.86 -0.91 -0.29
```



Here is 2 unconnected molecules or ions with the total composition C9H14 in a non-equilibrium geometry from the Open Molecules 2025 dataset. Energies are from ωB97M-V with the def2-TZVPD basis set.

Values from the calculation:
lowest unoccupied orbital energy = 1.0 eV
HOMO energy = -8.86 eV
gap between HOMO and LUMO = 9.89 eV
SMILES = Cc1ccccc1.CC
total charge = 0
energy above the lowest of the compared OMol25 structures with the same formula, charge and spin = 129.46 kJ/mol
calculated total energy = -351.28088 hartree

Geometry as XYZ:
```
23
Properties=species:S:1:pos:R:3:lowdin_charge:R:1
C 1.84 -1.64 -0.85 -0.10
C 0.66 -1.00 -1.14 -0.10
H 1.77 -1.02 2.48 0.11
C -2.69 1.72 -1.53 -0.19
C -1.62 2.76 -1.11 -0.14
H 2.43 -2.04 -1.67 0.10
C 0.27 -0.39 1.09 -0.29
H -3.11 1.17 -0.65 0.07
H 0.33 -0.96 -2.19 0.10
C 1.48 -1.01 1.43 -0.06
C 2.27 -1.60 0.48 -0.09
H -1.19 1.07 2.04 0.08
C -0.49 0.23 2.17 -0.08
H -3.43 2.19 -2.18 0.06
H 0.02 0.27 3.13 0.08
H -0.78 2.24 -0.66 0.05
C -0.23 -0.42 -0.22 -0.03
H -1.14 -0.09 -0.68 0.07
H 3.14 -2.23 0.70 0.10
H -1.39 -0.34 2.51 0.09
H -2.11 3.55 -0.55 0.06
H -2.27 0.82 -1.98 0.04
H -1.28 2.99 -2.11 0.06
```



Here is 2 unconnected molecules or ions with the total composition C9H14 in a non-equilibrium geometry from the Open Molecules 2025 dataset. Energies are from ωB97M-V with the def2-TZVPD basis set.

Values from the calculation:
lowest unoccupied orbital energy = 0.9 eV
HOMO energy = -8.89 eV
gap between HOMO and LUMO = 9.82 eV
SMILES = Cc1ccccc1.CC
total charge = 0
energy above the lowest of the compared OMol25 structures with the same formula, charge and spin = 241.32 kJ/mol
calculated total energy = -351.23828 hartree

Geometry as XYZ:
```
23
Properties=species:S:1:pos:R:3:lowdin_charge:R:1
C 1.02 -0.36 1.27 -0.06
C -0.01 -2.65 1.60 -0.03
H -2.09 3.52 -2.89 0.03
C 1.08 -1.76 1.49 -0.27
H 0.23 3.64 -2.98 0.04
H 0.13 2.11 -3.67 0.04
H 0.43 2.25 -2.04 0.01
H -1.48 3.31 -1.31 0.07
H 1.83 0.25 1.08 0.09
H -2.31 -0.02 2.10 0.10
H 3.05 -2.47 1.75 0.09
C -0.03 2.66 -2.81 -0.11
C -1.33 -2.00 1.82 -0.07
H 2.76 -1.98 0.00 0.07
C -1.40 -0.58 1.80 -0.11
H -1.92 1.92 -2.29 0.03
C 2.34 -2.35 0.91 -0.08
C -1.52 2.88 -2.32 -0.12
C -0.24 0.19 1.46 -0.11
H -2.10 -2.75 2.07 0.09
H -0.44 1.25 0.98 0.13
H -0.10 -3.73 1.47 0.10
H 2.10 -3.32 0.50 0.06
```



Here is 2 unconnected molecules or ions with the total composition C9H14 in a non-equilibrium geometry from the Open Molecules 2025 dataset. Energies are from ωB97M-V with the def2-TZVPD basis set.

Values from the calculation:
lowest unoccupied orbital energy = 1.0 eV
HOMO energy = -8.86 eV
gap between HOMO and LUMO = 9.87 eV
SMILES = Cc1ccccc1.CC
total charge = 0
energy above the lowest of the compared OMol25 structures with the same formula, charge and spin = 153.89 kJ/mol
calculated total energy = -351.27158 hartree

Geometry as XYZ:
```
23
Properties=species:S:1:pos:R:3:lowdin_charge:R:1
C -1.61 0.25 0.18 -0.36
H 0.51 2.93 -1.78 0.09
C 1.84 -1.64 1.00 -0.17
H -0.71 1.30 -3.10 0.08
H -0.85 1.29 1.95 0.13
H -3.32 -1.08 0.23 0.07
C 2.88 -1.17 -0.06 -0.16
H 1.17 -0.98 1.46 0.02
H 0.26 3.05 0.64 0.10
C -2.49 -0.66 0.78 -0.10
C -0.85 1.18 -2.05 -0.05
H -1.97 -1.64 0.93 0.10
C -0.82 1.15 0.83 -0.07
H 2.89 0.04 -0.08 0.10
H -2.99 -0.39 1.80 0.12
H 3.85 -1.55 0.19 0.03
H 2.52 -1.53 -1.07 0.07
H 2.36 -2.21 1.82 0.08
H 1.26 -2.41 0.57 0.03
C -1.59 0.26 -1.25 -0.03
C -0.10 2.15 0.11 -0.10
C -0.06 2.14 -1.28 -0.10
H -2.16 -0.48 -1.80 0.10
```



Here is 2 unconnected molecules or ions with the total composition C9H14 in a non-equilibrium geometry from the Open Molecules 2025 dataset. Energies are from ωB97M-V with the def2-TZVPD basis set.

Values from the calculation:
lowest unoccupied orbital energy = 1.0 eV
HOMO energy = -9.08 eV
gap between HOMO and LUMO = 10.09 eV
SMILES = Cc1ccccc1.CC
total charge = 0
energy above the lowest of the compared OMol25 structures with the same formula, charge and spin = 196.98 kJ/mol
calculated total energy = -351.25516 hartree

Geometry as XYZ:
```
23
Properties=species:S:1:pos:R:3:lowdin_charge:R:1
H -1.45 -1.50 -0.23 0.04
H -2.74 -1.80 2.41 0.05
C 2.40 -0.56 -0.59 -0.08
C -2.35 -1.82 0.25 -0.16
H 1.90 -1.85 1.10 0.10
H -2.54 -2.86 0.08 0.06
C 1.18 1.47 -0.76 -0.31
H -0.48 1.67 0.65 0.11
H 0.00 -0.40 1.86 0.12
C 0.83 2.69 -1.59 -0.07
H 1.77 3.03 -2.24 0.10
H -0.01 2.45 -2.33 0.10
H 2.19 0.59 -2.31 0.10
C 2.06 0.58 -1.27 -0.09
C -2.30 -1.22 1.63 -0.20
C 0.37 1.11 0.32 -0.05
C 1.73 -0.93 0.57 -0.08
H -2.57 -0.13 1.76 0.09
H 0.77 3.63 -1.00 0.07
H -1.25 -1.39 1.92 0.02
H 3.21 -1.19 -0.95 0.10
H -3.33 -1.43 -0.17 0.09
C 0.62 -0.14 0.88 -0.13
```



Here is 2 unconnected molecules or ions with the total composition C9H14 in a non-equilibrium geometry from the Open Molecules 2025 dataset. Energies are from ωB97M-V with the def2-TZVPD basis set.

Values from the calculation:
lowest unoccupied orbital energy (alpha / beta) = -4.5 / -8.2 eV
HOMO energy (alpha / beta) = -14.07 / -14.08 eV
gap between HOMO and LUMO (alpha / beta) = 9.55 / 5.88 eV
spin multiplicity = 2
total charge = +1
energy above the lowest of the compared OMol25 structures with the same formula, charge and spin = 194.24 kJ/mol
calculated total energy = -350.93501 hartree
<S²> = 0.77

Geometry as XYZ:
```
23
Properties=species:S:1:pos:R:3:lowdin_spin:R:1
H 1.66 0.11 -0.60 0.00
H -2.51 1.13 0.05 0.00
C -2.05 -0.64 2.20 0.06
C -1.66 0.01 -1.53 0.06
C -0.17 -1.80 -0.72 0.05
C -1.85 0.27 -0.18 0.08
H 3.80 1.67 0.68 0.00
C -0.43 -1.52 0.60 0.13
H 3.74 1.18 -1.02 0.00
C -0.77 -1.13 -1.77 0.29
H 3.11 2.66 -0.46 0.00
H -1.46 -0.75 3.09 0.01
H -0.41 -1.41 -2.78 0.01
H 0.54 -2.64 -0.88 0.00
C 1.70 1.06 -0.42 0.01
H -2.01 0.71 -2.21 0.00
C -1.39 -0.54 0.88 0.27
H -2.77 -1.50 2.17 0.03
H 0.12 -2.02 1.49 0.00
H 1.21 1.71 -1.28 0.00
H -2.80 0.31 2.40 0.00
H 1.21 1.55 0.53 0.00
C 3.17 1.59 -0.22 0.00
```